Record 1
C6H10O | ωB97M-V/def2-TZVPD

Results
Energy above the lowest of the compared OMol25 structures with the same formula, charge and spin   34.9 kcal/mol
LUMO energy   1.01 eV
Net charge   0
Gap between HOMO and LUMO   10.02 eV
HOMO energy   -9.0142 eV
SMILES   C=C/C=C\CCO
Calculated total energy   -309.78681 a.u.

Geometry (Å):
C 0.58 -1.34 -1.29
C 1.42 -0.54 -0.66
C 1.20 0.92 -0.58
C 0.03 1.48 -0.24
C -1.22 0.78 0.26
C -1.03 -0.54 1.06
O 0.23 -0.77 1.67
H 0.67 -2.43 -1.26
H -0.25 -0.92 -1.85
H 2.30 -0.94 -0.16
H 2.03 1.57 -0.83
H -0.05 2.57 -0.29
H -1.88 0.58 -0.60
H -1.77 1.49 0.88
H -1.76 -0.55 1.87
H -1.26 -1.40 0.41
H 0.77 0.03 1.63

***

Record 2
C6H10O | ωB97M-V/def2-TZVPD

Results
Energy above the lowest of the compared OMol25 structures with the same formula, charge and spin   38.1 kcal/mol
LUMO energy   1.17 eV
Net charge   0
Gap between HOMO and LUMO   10.22 eV
HOMO energy   -9.0438 eV
SMILES   C=COCC1CC1
Calculated total energy   -309.78173 a.u.

Geometry (Å):
C 2.28 -0.12 -0.82
C 2.09 -0.66 0.38
O 0.95 -0.69 1.13
C 0.10 0.45 1.11
C -0.81 0.60 -0.10
C -1.38 -0.60 -0.79
C -2.27 0.26 0.04
H 3.24 -0.21 -1.31
H 1.48 0.38 -1.36
H 2.87 -1.19 0.92
H 0.71 1.35 1.23
H -0.51 0.34 2.02
H -0.57 1.46 -0.73
H -1.50 -0.56 -1.87
H -1.09 -1.58 -0.42
H -2.99 0.90 -0.45
H -2.59 -0.12 1.01